No. 1
Here is a cluster of 12 separate species, C38H105N5O21 in total at a distorted geometry from OMol25. Energies are from ωB97M-V/def2-TZVPD.

As for the spin multiplicity: 2. As for the total energy: -3364.0656 a.u. The calculation puts the HOMO-LUMO gap (alpha / beta) at 1.24 / 8.43 eV. The total charge is -1. The value obtained for the HOMO energy (alpha / beta) is 0.6 / -6.6 eV. The value obtained for the strongest force on any atom is 4.200 eV Å⁻¹. For the LUMO energy (alpha / beta), the calculation gives 1.83 / 1.80 eV.

Positions of all 169 atoms, in Å:
C (-12.609, 19.252, 17.693)
O (-12.512, 17.913, 17.328)
C (-12.990, 16.986, 18.332)
C (-13.107, 15.523, 17.965)
N (-14.382, 15.088, 17.258)
C (-14.746, 15.981, 16.103)
C (-16.013, 15.436, 15.309)
O (-15.658, 14.083, 14.869)
C (-16.762, 13.351, 14.473)
H (-13.531, 19.554, 18.190)
H (-12.243, 19.982, 16.971)
H (-11.791, 19.402, 18.399)
H (-13.962, 17.156, 18.796)
H (-12.150, 17.048, 19.024)
H (-12.995, 15.009, 18.920)
H (-12.288, 15.177, 17.335)
H (-14.439, 14.139, 16.916)
H (-13.974, 15.930, 15.335)
H (-15.102, 16.983, 16.341)
H (-16.364, 16.112, 14.529)
H (-16.901, 15.374, 15.938)
H (-16.389, 12.641, 13.734)
H (-17.598, 13.902, 14.041)
H (-16.977, 12.549, 15.180)
C (-12.776, 16.340, 4.807)
O (-13.744, 17.232, 5.281)
C (-14.316, 18.115, 4.279)
C (-15.812, 18.251, 4.508)
N (-16.463, 16.966, 4.182)
C (-16.785, 16.695, 2.796)
C (-17.105, 15.241, 2.453)
O (-17.537, 15.078, 1.098)
C (-16.486, 14.687, 0.261)
H (-11.951, 16.998, 4.535)
H (-13.033, 15.753, 3.925)
H (-12.417, 15.766, 5.661)
H (-14.226, 17.714, 3.270)
H (-13.782, 19.050, 4.445)
H (-16.299, 19.037, 3.931)
H (-16.258, 18.599, 5.440)
H (-15.713, 16.310, 4.351)
H (-16.023, 17.001, 2.080)
H (-17.644, 17.240, 2.404)
H (-17.809, 14.654, 3.042)
H (-16.215, 14.647, 2.662)
H (-16.146, 13.656, 0.364)
H (-15.617, 15.340, 0.332)
H (-16.879, 14.782, -0.751)
C (-11.800, 9.520, 12.847)
O (-12.999, 10.100, 13.320)
C (-12.985, 11.533, 13.494)
C (-12.799, 12.409, 12.188)
N (-13.896, 12.748, 11.305)
C (-14.512, 11.461, 10.907)
C (-15.804, 11.709, 9.961)
O (-16.776, 12.356, 10.777)
C (-17.379, 13.504, 10.201)
H (-10.973, 9.870, 13.465)
H (-11.551, 9.944, 11.874)
H (-11.795, 8.435, 12.746)
H (-12.130, 11.655, 14.159)
H (-13.709, 12.006, 14.158)
H (-11.996, 11.970, 11.596)
H (-12.370, 13.403, 12.320)
H (-14.714, 13.258, 11.609)
H (-14.896, 10.907, 11.764)
H (-13.774, 10.915, 10.320)
H (-16.090, 10.798, 9.435)
H (-15.510, 12.256, 9.065)
H (-18.115, 13.922, 10.888)
H (-17.936, 13.242, 9.301)
H (-16.683, 14.274, 9.868)
C (-15.542, 18.039, 8.465)
O (-14.832, 18.243, 9.714)
C (-13.859, 17.278, 9.963)
C (-13.683, 17.072, 11.423)
N (-12.414, 17.579, 11.915)
C (-12.191, 17.565, 13.333)
C (-10.821, 17.723, 13.745)
O (-10.205, 19.030, 13.378)
C (-9.165, 19.400, 14.208)
H (-16.307, 18.807, 8.353)
H (-16.190, 17.163, 8.443)
H (-14.909, 18.002, 7.579)
H (-12.892, 17.536, 9.530)
H (-14.186, 16.348, 9.500)
H (-13.639, 15.998, 11.602)
H (-14.426, 17.436, 12.133)
H (-12.154, 18.518, 11.650)
H (-12.548, 16.584, 13.645)
H (-12.691, 18.394, 13.835)
H (-10.276, 16.918, 13.252)
H (-10.573, 17.631, 14.802)
H (-8.705, 20.283, 13.763)
H (-8.398, 18.648, 14.390)
H (-9.546, 19.717, 15.179)
C (-8.783, 17.965, 7.199)
O (-9.090, 17.541, 8.535)
C (-7.943, 17.572, 9.499)
C (-7.252, 19.004, 9.591)
N (-8.121, 20.108, 9.893)
C (-7.452, 21.422, 9.788)
C (-8.202, 22.540, 10.394)
O (-8.363, 22.447, 11.776)
C (-8.743, 23.709, 12.415)
H (-9.551, 18.058, 6.431)
H (-7.959, 17.417, 6.741)
H (-8.347, 18.964, 7.211)
H (-7.253, 16.761, 9.267)
H (-8.226, 17.279, 10.510)
H (-6.551, 19.312, 8.815)
H (-6.492, 19.052, 10.371)
H (-8.478, 20.076, 10.837)
H (-7.325, 21.688, 8.739)
H (-6.452, 21.380, 10.219)
H (-9.176, 22.607, 9.910)
H (-7.747, 23.525, 10.294)
H (-7.915, 24.417, 12.431)
H (-8.922, 23.569, 13.481)
H (-9.618, 24.098, 11.893)
O (-15.993, 18.924, 13.951)
H (-15.295, 19.477, 13.602)
H (-16.173, 18.295, 13.253)
O (-10.893, 15.592, 9.530)
H (-11.662, 16.057, 9.860)
H (-10.250, 16.281, 9.360)
O (-10.881, 21.565, 12.657)
H (-10.932, 20.652, 12.941)
H (-10.062, 21.618, 12.165)
C (-5.223, 19.014, 13.259)
C (-4.787, 17.589, 12.893)
O (-5.324, 17.245, 11.637)
O (-5.069, 19.314, 14.603)
H (-6.218, 19.110, 12.824)
H (-4.761, 19.836, 12.713)
H (-5.070, 16.941, 13.722)
H (-3.721, 17.366, 12.922)
H (-5.169, 16.317, 11.445)
H (-5.578, 18.711, 15.150)
C (-15.406, 20.865, 10.824)
C (-14.036, 20.983, 11.677)
O (-14.289, 20.786, 13.006)
O (-16.140, 22.068, 10.781)
H (-16.001, 20.026, 11.183)
H (-15.232, 20.644, 9.771)
H (-13.688, 22.001, 11.498)
H (-13.252, 20.283, 11.389)
H (-14.729, 21.564, 13.355)
H (-17.035, 21.786, 10.580)
C (-8.918, 14.214, 15.307)
C (-9.832, 13.369, 16.172)
O (-9.990, 12.038, 15.665)
O (-7.557, 13.822, 15.364)
H (-9.071, 15.262, 15.562)
H (-9.247, 14.117, 14.273)
H (-10.811, 13.846, 16.235)
H (-9.458, 13.131, 17.167)
H (-10.669, 11.550, 16.138)
H (-7.266, 13.952, 14.459)
C (-7.357, 16.627, 18.300)
C (-7.396, 17.647, 17.119)
O (-6.152, 17.579, 16.443)
O (-8.169, 16.837, 19.335)
H (-6.360, 16.480, 18.716)
H (-7.670, 15.670, 17.884)
H (-7.511, 18.672, 17.472)
H (-8.281, 17.366, 16.547)
H (-5.433, 17.490, 17.074)
H (-7.785, 16.364, 20.077)

---

No. 2
Here is a cluster of 10 separate species, C38H105N9O10 in total at a distorted geometry from OMol25. Energies are from ωB97M-V/def2-TZVPD.

As for the total energy: -2755.5354 a.u. The calculation puts the HOMO-LUMO gap at 9.27 eV. The value obtained for the HOMO energy is -8.8 eV. The value obtained for the strongest force on any atom is 3.657 eV Å⁻¹. For the LUMO energy, the calculation gives 0.49 eV.

Positions of all 162 atoms, in Å:
C (-1.536, -4.633, -5.637)
C (-0.837, -4.506, -7.039)
O (-1.806, -4.636, -8.056)
H (-2.332, -3.900, -5.773)
H (-0.929, -4.213, -4.835)
H (-1.885, -5.615, -5.318)
H (-0.129, -5.305, -7.260)
H (-0.205, -3.621, -7.108)
H (-2.152, -5.526, -8.156)
C (-6.096, 5.429, -1.898)
C (-7.260, 5.635, -2.960)
C (-8.169, 4.342, -3.290)
O (-8.921, 4.572, -4.475)
C (-10.090, 5.450, -4.319)
N (-8.047, 6.695, -2.252)
H (-6.417, 5.055, -0.926)
H (-5.367, 6.229, -1.770)
H (-5.467, 4.605, -2.236)
H (-6.683, 6.023, -3.800)
H (-8.846, 4.127, -2.463)
H (-7.806, 3.335, -3.493)
H (-9.642, 6.429, -4.154)
H (-10.718, 5.231, -3.455)
H (-10.659, 5.506, -5.247)
H (-8.416, 7.287, -2.982)
H (-8.702, 6.313, -1.585)
C (-0.450, 1.004, -0.433)
C (-0.426, -0.176, 0.499)
C (0.702, -1.263, 0.342)
O (0.959, -1.419, -1.047)
C (1.857, -2.474, -1.348)
N (-0.412, 0.334, 1.876)
H (-0.759, 0.830, -1.464)
H (0.530, 1.467, -0.542)
H (-1.171, 1.775, -0.161)
H (-1.298, -0.830, 0.490)
H (0.498, -2.240, 0.782)
H (1.687, -1.051, 0.758)
H (2.742, -2.597, -0.724)
H (2.162, -2.580, -2.389)
H (1.278, -3.390, -1.237)
H (-1.128, 1.009, 2.106)
H (-0.633, -0.494, 2.409)
C (2.220, 4.478, 2.642)
C (2.942, 3.937, 3.861)
C (2.175, 4.441, 5.113)
O (2.143, 5.820, 5.139)
C (1.602, 6.414, 6.341)
N (2.828, 2.431, 3.921)
H (1.236, 4.010, 2.618)
H (2.768, 4.234, 1.732)
H (2.232, 5.568, 2.646)
H (3.965, 4.313, 3.850)
H (2.687, 4.209, 6.047)
H (1.214, 3.938, 5.227)
H (2.433, 6.551, 7.033)
H (0.925, 5.787, 6.920)
H (1.142, 7.371, 6.096)
H (1.950, 2.005, 3.662)
H (2.773, 2.146, 4.889)
C (-5.457, 1.598, 1.944)
C (-5.388, 1.930, 3.427)
C (-5.075, 3.390, 3.790)
O (-3.718, 3.661, 3.401)
C (-3.143, 4.850, 3.891)
N (-6.691, 1.586, 3.839)
H (-6.292, 1.962, 1.345)
H (-5.638, 0.561, 1.661)
H (-4.608, 1.958, 1.363)
H (-4.691, 1.302, 3.981)
H (-5.152, 3.592, 4.858)
H (-5.784, 4.092, 3.352)
H (-3.040, 4.853, 4.977)
H (-3.774, 5.671, 3.551)
H (-2.199, 5.057, 3.386)
H (-6.963, 0.642, 3.604)
H (-7.345, 2.208, 3.384)
C (7.447, -0.623, -1.287)
C (6.786, 0.771, -1.218)
C (5.709, 1.046, -2.375)
O (6.370, 1.409, -3.674)
C (5.418, 1.635, -4.681)
N (6.125, 0.867, 0.112)
H (8.101, -0.680, -0.417)
H (8.123, -0.836, -2.115)
H (6.704, -1.408, -1.150)
H (7.595, 1.499, -1.277)
H (5.054, 1.859, -2.062)
H (5.031, 0.209, -2.541)
H (4.989, 0.648, -4.857)
H (6.062, 1.913, -5.515)
H (4.732, 2.457, -4.477)
H (5.526, 1.675, 0.199)
H (5.443, 0.139, 0.266)
C (11.350, -8.362, -6.345)
C (9.873, -8.014, -6.188)
C (9.518, -7.179, -4.959)
O (8.216, -6.911, -4.646)
C (7.919, -5.759, -3.843)
N (9.435, -7.419, -7.447)
H (11.689, -8.954, -7.196)
H (11.676, -9.036, -5.553)
H (12.042, -7.522, -6.401)
H (9.384, -8.988, -6.190)
H (9.921, -6.182, -5.140)
H (10.042, -7.473, -4.050)
H (8.166, -4.894, -4.458)
H (8.525, -5.642, -2.945)
H (6.848, -5.775, -3.636)
H (9.272, -8.143, -8.132)
H (8.625, -6.817, -7.438)
C (-2.872, 3.772, -5.722)
C (-3.389, 4.452, -7.025)
C (-4.813, 3.913, -7.520)
O (-4.857, 2.494, -7.530)
C (-6.141, 1.931, -7.628)
N (-3.367, 5.934, -6.752)
H (-3.341, 4.294, -4.888)
H (-1.804, 3.959, -5.615)
H (-3.137, 2.720, -5.612)
H (-2.582, 4.148, -7.691)
H (-4.995, 4.297, -8.524)
H (-5.473, 4.514, -6.894)
H (-6.550, 2.123, -8.620)
H (-6.840, 2.278, -6.867)
H (-6.056, 0.846, -7.582)
H (-2.763, 6.408, -6.096)
H (-3.416, 6.535, -7.562)
C (0.795, 0.125, 8.311)
C (2.062, -0.690, 8.306)
C (1.917, -2.015, 7.534)
O (0.745, -2.781, 7.796)
C (0.582, -3.430, 9.099)
N (3.268, -0.014, 7.986)
H (0.472, 0.370, 7.299)
H (0.870, 1.078, 8.835)
H (-0.169, -0.202, 8.700)
H (2.249, -0.898, 9.360)
H (2.743, -2.708, 7.690)
H (1.836, -1.795, 6.469)
H (0.850, -4.485, 9.050)
H (-0.496, -3.445, 9.259)
H (1.052, -2.946, 9.956)
H (3.552, 0.587, 8.747)
H (4.059, -0.641, 8.029)
C (0.273, -6.129, 4.212)
C (-1.089, -5.460, 4.041)
C (-2.150, -6.059, 5.030)
O (-3.188, -5.079, 5.288)
C (-4.179, -5.552, 6.142)
N (-0.963, -4.072, 4.380)
H (1.008, -5.869, 4.974)
H (0.760, -6.054, 3.239)
H (0.013, -7.167, 4.419)
H (-1.391, -5.475, 2.994)
H (-1.672, -6.357, 5.964)
H (-2.423, -7.047, 4.658)
H (-4.697, -4.635, 6.421)
H (-3.853, -5.997, 7.082)
H (-4.972, -6.128, 5.666)
H (-1.941, -4.035, 4.630)
H (-0.541, -3.905, 5.282)

---

No. 3
Here is a cluster of 11 separate species, C38H106N8O11 in total at a distorted geometry from OMol25. Energies are from ωB97M-V/def2-TZVPD.

As for the total energy: -2776.9303 a.u. The calculation puts the HOMO-LUMO gap at 8.71 eV. The value obtained for the HOMO energy is -8.4 eV. The value obtained for the strongest force on any atom is 2.133 eV Å⁻¹. For the LUMO energy, the calculation gives 0.28 eV.

Positions of all 163 atoms, in Å:
C (8.448, -1.348, -3.752)
C (7.847, -2.160, -2.622)
C (6.349, -1.941, -2.471)
O (5.921, -2.781, -1.483)
C (4.547, -2.619, -1.199)
N (8.147, -3.605, -2.886)
H (8.016, -0.341, -3.827)
H (8.314, -1.804, -4.735)
H (9.517, -1.239, -3.578)
H (8.329, -1.943, -1.666)
H (5.868, -2.223, -3.424)
H (6.110, -0.899, -2.209)
H (4.352, -1.567, -0.929)
H (4.267, -3.221, -0.345)
H (3.887, -2.894, -2.042)
H (7.861, -3.873, -3.829)
H (7.548, -4.174, -2.278)
C (0.678, 6.096, -0.776)
C (0.771, 5.924, -2.294)
C (-0.443, 5.258, -2.853)
O (-0.389, 3.875, -2.488)
C (-1.384, 3.122, -3.091)
N (0.986, 7.195, -3.011)
H (0.499, 5.131, -0.291)
H (-0.123, 6.806, -0.549)
H (1.604, 6.480, -0.342)
H (1.608, 5.268, -2.561)
H (-0.477, 5.362, -3.948)
H (-1.380, 5.709, -2.465)
H (-1.231, 2.085, -2.787)
H (-1.366, 3.178, -4.189)
H (-2.378, 3.434, -2.727)
H (0.103, 7.715, -3.051)
H (1.589, 7.791, -2.442)
C (1.454, -3.078, 4.987)
C (0.287, -2.794, 4.074)
C (-0.398, -4.069, 3.619)
O (0.471, -4.969, 2.963)
C (-0.256, -6.064, 2.488)
N (-0.695, -1.975, 4.782)
H (1.136, -3.374, 5.986)
H (1.975, -2.126, 5.159)
H (2.184, -3.750, 4.535)
H (0.619, -2.238, 3.190)
H (-1.272, -3.835, 2.979)
H (-0.809, -4.570, 4.525)
H (0.416, -6.753, 1.986)
H (-1.068, -5.749, 1.816)
H (-0.699, -6.616, 3.336)
H (-1.408, -1.625, 4.112)
H (-1.186, -2.581, 5.442)
C (2.070, 3.866, 3.053)
C (1.850, 2.400, 3.513)
C (1.261, 2.351, 4.913)
O (2.033, 3.130, 5.774)
C (1.531, 3.137, 7.102)
N (0.900, 1.671, 2.529)
H (1.133, 4.440, 3.017)
H (2.492, 3.833, 2.046)
H (2.758, 4.437, 3.679)
H (2.880, 2.005, 3.523)
H (1.300, 1.278, 5.208)
H (0.197, 2.624, 4.930)
H (2.057, 3.941, 7.622)
H (1.761, 2.194, 7.620)
H (0.451, 3.321, 7.140)
H (0.995, 2.155, 1.608)
H (1.351, 0.765, 2.344)
C (-3.519, -1.713, -1.703)
C (-3.523, -0.581, -2.689)
C (-2.538, -0.793, -3.798)
O (-1.229, -0.862, -3.343)
C (-0.307, -0.749, -4.409)
N (-4.914, -0.457, -3.237)
H (-2.479, -1.992, -1.442)
H (-3.969, -2.633, -2.077)
H (-3.941, -1.435, -0.738)
H (-3.327, 0.375, -2.191)
H (-2.622, -0.014, -4.582)
H (-2.773, -1.709, -4.379)
H (-0.494, -1.475, -5.213)
H (0.707, -0.977, -4.066)
H (-0.260, 0.268, -4.826)
H (-5.250, -1.355, -3.587)
H (-4.903, 0.141, -4.080)
C (3.654, 1.251, -0.410)
C (2.700, 2.117, -1.235)
C (2.449, 1.525, -2.601)
O (3.577, 1.804, -3.398)
C (3.415, 1.381, -4.746)
N (1.443, 2.331, -0.483)
H (4.641, 1.312, -0.887)
H (3.327, 0.213, -0.385)
H (3.785, 1.651, 0.594)
H (3.155, 3.105, -1.359)
H (1.544, 1.956, -3.067)
H (2.357, 0.423, -2.573)
H (2.572, 1.929, -5.196)
H (3.231, 0.292, -4.785)
H (4.334, 1.594, -5.278)
H (0.908, 3.076, -0.931)
H (0.871, 1.478, -0.592)
C (-4.921, -2.806, 3.315)
C (-4.500, -1.428, 2.742)
C (-5.559, -0.348, 3.019)
O (-5.593, -0.082, 4.385)
C (-6.632, 0.805, 4.736)
N (-3.160, -1.077, 3.247)
H (-5.266, -2.692, 4.347)
H (-4.106, -3.521, 3.277)
H (-5.741, -3.204, 2.706)
H (-4.442, -1.570, 1.653)
H (-6.539, -0.747, 2.696)
H (-5.302, 0.551, 2.434)
H (-6.383, 1.846, 4.465)
H (-6.829, 0.748, 5.803)
H (-7.574, 0.563, 4.212)
H (-2.832, -0.221, 2.703)
H (-3.287, -0.740, 4.209)
C (-3.514, 2.946, 2.952)
C (-2.994, 2.528, 1.618)
C (-2.271, 3.695, 0.978)
O (-3.095, 4.814, 0.927)
C (-2.394, 5.971, 0.639)
N (-2.094, 1.374, 1.776)
H (-4.246, 3.748, 2.844)
H (-2.701, 3.315, 3.589)
H (-3.992, 2.130, 3.502)
H (-3.830, 2.323, 0.935)
H (-1.995, 3.407, -0.068)
H (-1.286, 3.883, 1.452)
H (-3.062, 6.821, 0.752)
H (-2.000, 5.936, -0.386)
H (-1.571, 6.123, 1.355)
H (-1.261, 1.732, 2.306)
H (-1.683, 1.114, 0.868)
C (3.739, -4.651, -4.942)
C (2.731, -3.518, -4.976)
O (1.698, -3.803, -5.920)
H (4.484, -4.568, -4.153)
H (4.268, -4.685, -5.901)
H (3.213, -5.611, -4.893)
H (3.258, -2.621, -5.289)
H (2.281, -3.412, -3.980)
H (1.290, -4.624, -5.615)
C (1.286, -1.852, -0.816)
C (0.054, -1.287, -0.175)
O (-0.337, -0.113, -0.853)
H (1.850, -2.415, -0.065)
H (1.903, -1.007, -1.108)
H (1.077, -2.500, -1.666)
H (0.246, -1.044, 0.870)
H (-0.757, -2.027, -0.152)
H (-0.777, -0.340, -1.716)
C (-3.797, -4.821, -0.107)
C (-5.302, -4.550, -0.076)
O (-5.900, -5.270, 1.033)
H (-3.611, -5.902, -0.114)
H (-3.283, -4.324, 0.709)
H (-3.399, -4.492, -1.076)
H (-5.765, -4.822, -1.034)
H (-5.403, -3.462, 0.097)
H (-6.771, -4.874, 1.160)

---

Question: Among the records above, which one has the lowest strongest force on any atom?
Answer: C38H106N8O11

---

Question: Which value of strongest force on any atom does entry 1 give?
Answer: 4.200 eV Å⁻¹

---

Question: Number 1 is which compound?
Answer: C38H105N5O21